Entry 1:
94
Properties=species:S:1:pos:R:3:forces:R:3 method="wB97M-V/def2-TZVPD" multiplicity=1 homo_lumo_gap_ev=5.743 total_charge=-1 e_above_lowest_kcal_mol=0.0 mol_weight_g_mol=981.540 e_tot_ev=-150145.5651
Sn 0.857687 -0.217266 -0.449941 0.00 -0.33 -0.12
S 1.149580 -1.865329 4.205254 -0.02 -0.01 0.00
C -0.390141 -1.060964 4.210655 -0.01 0.05 0.14
C -1.272968 -0.871685 5.270403 0.05 -0.01 -0.03
C -2.435647 -0.170504 5.022771 -0.02 0.05 -0.06
C -2.712230 0.336379 3.745596 -0.01 -0.04 0.08
C -1.828307 0.166483 2.701052 -0.04 0.02 -0.05
C -0.654407 -0.545186 2.939003 -0.04 -0.05 -0.09
N 0.338534 -0.800660 2.007962 -0.24 0.02 0.04
C 1.324748 -1.443674 2.518207 0.23 -0.05 -0.05
C 2.527394 -1.725134 1.731154 -0.08 -0.02 -0.03
C 3.655709 -2.258492 2.337688 0.08 -0.01 0.03
C 4.806498 -2.466602 1.597190 0.01 -0.02 0.03
C 4.812749 -2.136744 0.252765 -0.01 -0.04 -0.08
C 3.682029 -1.589963 -0.344768 -0.14 -0.14 -0.02
C 2.507649 -1.383149 0.373230 0.28 0.04 0.21
H -1.045203 -1.248497 6.258901 -0.02 -0.02 0.01
H -3.132731 0.007641 5.831404 -0.03 -0.04 -0.01
H -3.633966 0.877036 3.576009 0.00 0.03 0.02
H -2.016009 0.571319 1.715864 0.05 0.00 -0.01
H 3.646823 -2.494592 3.395946 -0.02 -0.03 0.00
H 5.692537 -2.871645 2.069257 -0.01 -0.02 -0.01
H 5.702963 -2.302795 -0.341319 0.02 0.04 0.00
H 3.728655 -1.340904 -1.395899 0.02 0.07 -0.02
C -1.855335 0.272469 -7.825606 -0.05 0.01 0.03
C -1.160309 0.000020 -6.518253 0.04 0.03 0.00
C -1.001483 -1.291685 -6.041144 -0.02 -0.04 0.01
C -0.284588 -1.563547 -4.880202 -0.03 -0.08 0.02
C -0.182559 -2.985164 -4.398893 0.05 -0.04 -0.02
C 0.315944 -0.507318 -4.184491 -0.04 0.15 0.05
Se 1.620107 -0.964262 -2.847937 0.11 0.13 -0.11
C 0.082994 0.813636 -4.592185 0.08 -0.04 0.05
C 0.584324 2.012301 -3.835493 0.14 -0.03 -0.01
C -0.641514 1.037441 -5.757869 -0.07 -0.01 -0.03
H -2.197104 -0.653391 -8.288454 -0.01 0.00 0.00
H -1.180955 0.768028 -8.526973 0.00 0.00 -0.01
H -2.721252 0.924068 -7.692300 -0.01 0.00 0.01
H -1.440280 -2.119230 -6.589676 0.01 -0.01 -0.01
H -0.752900 -3.648049 -5.050474 -0.02 -0.01 -0.01
H -0.568252 -3.067392 -3.380272 0.00 0.03 0.01
H 0.851480 -3.329594 -4.362379 0.00 0.00 -0.03
H 0.977313 1.751698 -2.856879 -0.04 0.02 0.05
H -0.227943 2.723981 -3.695981 -0.01 0.05 0.00
H 1.380831 2.519429 -4.386272 0.01 -0.02 -0.02
H -0.791998 2.062660 -6.083880 0.00 0.01 0.00
C -2.147738 3.702476 0.013906 -0.02 -0.02 -0.01
C -1.001191 3.756297 -0.998498 -0.02 0.14 0.01
C -1.273388 4.820055 -2.061068 -0.04 -0.02 0.02
C 0.318922 3.934446 -0.281734 -0.12 0.05 0.08
C 0.805724 5.200427 -0.006118 0.08 -0.03 -0.09
C 1.992227 5.388228 0.693268 -0.05 0.04 0.03
C 2.680094 4.267410 1.122115 0.03 -0.04 -0.01
C 2.213606 2.978671 0.890953 0.20 0.03 -0.05
C 3.025406 1.816924 1.411168 0.02 0.05 0.11
C 4.399846 1.721098 0.750390 -0.02 -0.01 0.00
C 3.149095 1.832057 2.936109 -0.02 -0.05 -0.01
C 0.996991 2.766451 0.190388 -0.30 -0.35 -0.04
N 0.341114 1.570042 0.027296 0.09 0.75 -0.07
H -3.108550 3.545821 -0.485395 -0.01 -0.02 -0.01
H -2.202535 4.638981 0.577141 0.00 0.00 0.01
H -1.983245 2.881394 0.712112 0.02 0.00 0.03
H -0.963670 2.779486 -1.476499 0.04 -0.10 -0.05
H -1.491838 5.795055 -1.617173 0.02 0.01 0.00
H -2.143819 4.537406 -2.659482 -0.01 0.00 0.00
H -0.420741 4.939208 -2.732365 0.01 0.01 0.00
H 0.258195 6.068295 -0.357088 -0.01 0.01 0.00
H 2.361090 6.384075 0.906193 0.02 0.00 -0.02
H 3.611973 4.395129 1.665533 0.01 0.00 0.02
H 2.483660 0.911442 1.161453 -0.03 0.00 0.05
H 5.010466 2.595002 0.991390 0.01 0.01 0.00
H 4.304182 1.671172 -0.336283 0.00 -0.01 -0.01
H 4.930367 0.827026 1.088038 0.02 -0.01 0.01
H 3.722190 2.697704 3.276672 0.00 0.02 0.01
H 3.656699 0.930409 3.293206 0.01 0.00 -0.01
H 2.161740 1.877585 3.400438 -0.01 0.01 0.00
I -1.733543 -1.090266 -0.876381 -0.11 -0.14 -0.07
N -1.607320 -4.604970 -0.127418 -0.05 0.00 -0.04
C -0.732789 -4.360830 0.866477 0.04 -0.16 0.09
S 0.909333 -4.574664 0.653762 -0.04 0.00 0.02
N -1.205898 -4.011961 2.096758 0.08 0.10 0.00
C -2.494201 -3.741901 2.592779 0.01 -0.03 -0.02
C -3.543831 -3.220795 1.839962 0.00 0.05 -0.01
C -4.773626 -2.981131 2.436519 0.00 -0.02 0.02
C -4.978544 -3.237036 3.782094 0.01 0.00 -0.01
C -3.919544 -3.713566 4.542595 0.00 0.00 0.02
C -2.692502 -3.960953 3.956948 -0.02 -0.04 0.01
H -1.191112 -4.628270 -1.043745 0.00 -0.03 0.01
H -2.546180 -4.252881 -0.082032 0.00 0.00 0.02
H -0.467757 -4.027948 2.786273 -0.03 0.08 -0.01
H -3.402608 -2.913289 0.814823 0.05 0.05 0.00
H -5.569651 -2.559552 1.836400 -0.01 -0.01 -0.01
H -5.942672 -3.052313 4.236307 0.00 0.03 0.01
H -4.046586 -3.893396 5.602539 0.00 0.00 0.01
H -1.866328 -4.325227 4.556489 0.00 -0.03 0.00

Entry 2:
95
Properties=species:S:1:pos:R:3:forces:R:3 method="wB97M-V/def2-TZVPD" multiplicity=2 homo_lumo_gap_ev="7.243 / 6.463" total_charge=+3 e_above_lowest_kcal_mol=4.2 mol_weight_g_mol=909.072 e_tot_ev=-83118.1106
Ir -0.318703 -0.064104 0.156942 -0.23 -0.29 0.38
N 1.748657 1.761667 -0.740316 -0.17 -0.20 -0.01
P 1.932855 0.124913 -0.303334 0.19 0.23 0.00
C 2.721544 -0.743723 -1.648692 0.00 0.00 0.01
C 1.957669 -1.063343 -2.773727 0.01 0.03 -0.03
C 2.571942 -1.575646 -3.903483 -0.01 0.00 0.01
C 3.945884 -1.781901 -3.912410 0.00 0.00 -0.01
C 4.709891 -1.468517 -2.796179 0.00 0.00 -0.01
C 4.104203 -0.943434 -1.666429 0.02 0.00 0.02
C 3.002753 0.058371 1.141261 0.07 0.01 0.00
C 3.252386 1.199733 1.903923 0.06 -0.07 -0.09
C 4.051184 1.113591 3.036825 0.01 -0.02 0.02
C 4.586876 -0.111042 3.420558 -0.03 0.03 0.03
C 4.330071 -1.251572 2.668746 0.00 -0.02 0.00
C 3.544697 -1.168887 1.530203 -0.05 -0.03 -0.02
P 0.081030 1.861262 -0.955835 0.13 -0.13 -0.16
C -0.386297 3.517638 -0.529536 -0.03 -0.03 0.02
C -1.286700 4.216341 -1.339718 0.02 -0.03 -0.02
C -1.633183 5.516897 -1.011145 0.01 0.00 0.01
C -1.086981 6.116356 0.115851 -0.02 0.02 -0.01
C -0.187279 5.424500 0.920688 0.01 -0.02 0.00
C 0.161791 4.125092 0.604467 0.05 0.02 0.00
C -0.423140 1.530429 -2.639006 -0.04 0.00 0.02
C -1.647181 0.894509 -2.867540 0.02 -0.01 0.00
C -2.050123 0.626072 -4.166695 0.02 0.00 -0.02
C -1.235125 0.989639 -5.231823 -0.01 0.00 0.00
C -0.019868 1.625761 -5.005133 0.00 -0.01 -0.02
C 0.390068 1.897585 -3.710354 0.02 0.02 0.01
H 2.451695 2.381557 -1.126495 -0.01 0.00 -0.03
H 0.886331 -0.895574 -2.778203 0.00 0.00 0.01
H 1.980863 -1.814642 -4.777979 0.00 0.00 0.00
H 4.425335 -2.181354 -4.796371 0.00 0.00 0.00
H 5.780516 -1.620292 -2.809989 0.00 0.00 0.00
H 4.713156 -0.678704 -0.812738 0.01 0.00 0.01
H 2.845613 2.155141 1.600750 0.00 0.04 -0.03
H 4.284124 2.007524 3.601762 0.01 0.02 0.00
H 5.228567 -0.172502 4.290245 0.02 0.01 -0.01
H 4.766142 -2.199341 2.955320 0.00 0.00 0.00
H 3.366965 -2.057331 0.934186 0.01 0.04 0.02
H -1.700261 3.758769 -2.229339 0.00 -0.01 0.01
H -2.318426 6.066790 -1.641639 0.00 0.00 0.00
H -1.353903 7.135201 0.363831 0.00 0.00 0.00
H 0.243330 5.907519 1.787339 0.00 0.00 0.00
H 0.859173 3.581167 1.229512 0.00 0.00 -0.02
H -2.289607 0.619547 -2.036769 0.00 0.02 0.00
H -3.000074 0.142666 -4.351372 0.00 0.00 0.00
H -1.551667 0.783219 -6.245637 0.00 0.00 0.00
H 0.605419 1.913561 -5.839482 0.00 0.00 0.00
H 1.341694 2.387959 -3.543126 0.00 0.01 0.00
C -2.676092 2.587207 1.568741 0.00 -0.03 -0.01
Si -3.476535 0.919803 1.501413 0.06 -0.08 0.05
C -5.101570 1.095509 0.593610 0.03 0.06 -0.01
C -3.592704 0.232476 3.236351 0.01 0.00 -0.07
N -2.402752 -0.305201 0.612453 -0.05 0.22 0.18
C -2.898419 -1.525714 0.370513 0.09 0.13 -0.06
C -4.250176 -1.929468 0.621926 -0.09 -0.04 0.06
C -4.670393 -3.206854 0.377142 0.02 0.04 0.01
C -3.777137 -4.158701 -0.130418 -0.05 -0.06 0.00
C -2.451560 -3.822151 -0.403022 0.05 0.04 0.00
C -2.044104 -2.538304 -0.165125 0.03 -0.14 -0.12
O -0.742738 -2.109264 -0.409078 -0.01 0.11 -0.22
C 0.244390 -3.112484 -0.679640 0.05 0.01 0.01
C 0.346715 -3.621870 -1.955684 0.04 -0.02 0.03
C 1.326041 -4.578485 -2.189774 -0.01 0.01 0.02
C 2.160683 -4.991388 -1.158410 0.00 0.00 -0.02
C 2.018947 -4.461228 0.117101 0.00 0.00 0.02
C 1.040926 -3.507414 0.373704 0.01 0.01 -0.07
H -3.323079 3.193022 2.211847 -0.01 -0.02 0.01
H -2.664428 3.076737 0.596215 -0.02 0.02 0.00
H -1.670633 2.613467 1.984579 -0.06 -0.03 0.00
H -5.342829 2.157729 0.518448 -0.01 0.00 0.00
H -5.938205 0.614508 1.102772 0.00 0.02 0.02
H -5.062627 0.698397 -0.423179 0.01 0.03 0.00
H -4.135808 0.936880 3.870881 0.00 -0.01 -0.01
H -2.592558 0.104768 3.661842 0.00 0.01 -0.01
H -4.097415 -0.730910 3.304519 -0.02 -0.02 -0.03
H -4.956261 -1.211093 1.006033 0.04 -0.05 0.02
H -5.696132 -3.484498 0.575510 0.00 0.00 0.00
H -4.112573 -5.169274 -0.320803 -0.01 0.00 0.01
H -1.768086 -4.563748 -0.790930 -0.03 0.01 0.02
H -0.317906 -3.286218 -2.741514 0.00 0.01 -0.01
H 1.434527 -5.002297 -3.178961 0.00 0.00 0.00
H 2.916807 -5.741215 -1.347361 0.00 0.00 -0.01
H 2.660192 -4.802751 0.919193 -0.01 -0.01 0.00
H 0.892788 -3.082446 1.358922 -0.01 0.00 0.01
N 0.899416 -0.097509 5.161589 0.00 0.03 -0.02
C 0.608238 0.948006 4.126112 -0.03 -0.04 0.02
C 0.299894 0.205738 2.829196 0.16 0.04 -0.06
O 0.083375 0.987741 1.829959 -0.14 0.18 0.04
O 0.300327 -1.015817 2.813534 -0.11 -0.02 0.05
H 0.272321 -0.050099 5.965709 0.00 0.00 0.01
H 1.859360 -0.045452 5.505958 0.02 -0.01 -0.01
H 0.767466 -1.007812 4.677862 -0.01 0.00 -0.01
H 1.482352 1.579882 3.990453 -0.04 0.00 0.02
H -0.235918 1.558697 4.437898 -0.02 -0.01 0.01

Entry 3:
95
Properties=species:S:1:pos:R:3:forces:R:3 method="wB97M-V/def2-TZVPD" multiplicity=1 homo_lumo_gap_ev=6.409 total_charge=-1 e_above_lowest_kcal_mol=0.0 mol_weight_g_mol=935.052 e_tot_ev=-80716.9045
Ba 0.440736 0.011572 -0.038444 -0.22 -0.58 0.03
C 0.901579 -1.718926 -3.089847 0.12 0.13 -0.03
O 1.517570 -0.606292 -2.454181 0.12 0.01 0.17
C 2.745168 -0.192286 -2.886736 -0.01 -0.08 -0.03
C 3.233472 -0.571487 -4.131299 -0.04 -0.01 -0.06
C 4.463833 -0.117809 -4.578998 0.02 0.06 0.08
C 5.209637 0.730827 -3.776113 -0.02 -0.06 -0.08
C 4.726359 1.096218 -2.532475 0.04 0.06 0.08
C 3.507509 0.633841 -2.044143 0.03 0.01 -0.05
N 3.013864 0.977381 -0.737931 -0.17 -0.01 -0.03
N 3.892082 1.569146 -0.058300 0.12 0.02 0.03
C 3.699451 2.063612 1.203565 -0.03 0.04 0.05
C 2.484919 2.075379 1.952334 0.07 0.05 0.01
O 1.402676 1.524983 1.593684 0.39 0.30 0.25
C 2.491963 2.794942 3.212615 -0.09 -0.06 -0.02
C 3.592891 3.389892 3.704667 0.10 0.02 -0.01
C 4.842037 3.343625 3.003585 -0.08 0.01 0.04
C 5.995170 3.944271 3.538411 0.02 0.01 0.01
C 7.193318 3.895190 2.873167 0.00 -0.01 -0.01
C 7.255871 3.226544 1.641005 -0.02 0.00 0.02
C 6.140297 2.635369 1.101883 0.02 0.01 0.00
C 4.891775 2.680306 1.762120 0.00 -0.04 -0.10
H 0.527060 -1.440166 -4.077315 -0.03 -0.01 0.00
H 0.069640 -2.010655 -2.450642 -0.02 -0.02 -0.01
H 1.602598 -2.551336 -3.165704 -0.03 -0.03 0.02
H 2.638767 -1.214133 -4.764163 0.01 0.00 0.00
H 4.823002 -0.418807 -5.554555 0.01 0.00 0.00
H 6.164714 1.110471 -4.115448 0.00 0.00 0.00
H 5.296991 1.758100 -1.897997 0.00 0.00 -0.01
H 1.546145 2.818743 3.740193 0.00 0.00 0.00
H 3.554137 3.914682 4.653737 0.00 0.00 0.00
H 5.917341 4.448733 4.495473 0.00 0.00 0.00
H 8.077586 4.358020 3.292188 0.00 0.00 0.00
H 8.197165 3.170046 1.107427 0.00 0.00 0.00
H 6.207250 2.113306 0.159845 0.00 0.00 0.00
S 1.980973 -5.004500 1.288931 -0.06 0.04 0.00
C 2.986911 -4.597385 -0.030254 0.02 -0.03 -0.01
C 2.788300 -3.312741 -0.443514 -0.04 -0.02 0.05
C 1.796287 -2.568386 0.284213 -0.16 0.16 -0.26
C 1.272432 -3.382866 1.252098 0.06 -0.06 0.13
C 0.297940 -3.005850 2.276942 0.00 0.00 -0.10
C -0.008187 -3.833776 3.367853 0.00 -0.04 0.01
C -0.889923 -3.402252 4.334350 -0.01 0.00 0.01
C -1.467164 -2.142813 4.219233 0.00 -0.04 0.01
C -1.133359 -1.395284 3.106095 -0.03 0.00 -0.03
N -0.295977 -1.803969 2.155959 0.02 0.09 0.01
H 3.675133 -5.329215 -0.428484 0.00 0.00 0.00
H 3.367303 -2.893622 -1.261486 0.00 0.00 0.00
H 0.467289 -4.801779 3.451661 -0.01 0.00 0.01
H -1.121036 -4.038260 5.180403 0.00 0.00 0.00
H -2.155130 -1.757956 4.958896 0.00 0.01 0.00
H -1.571394 -0.410403 2.961508 0.01 0.00 0.00
C -3.191339 -4.113132 0.187967 -0.05 -0.01 0.03
C -4.105467 -2.888271 0.179307 -0.02 0.05 -0.04
C -4.482024 -2.503906 1.606391 -0.01 -0.05 -0.01
Sb -3.053013 -1.271552 -0.842276 0.15 -0.08 -0.03
C -4.318684 0.433412 -0.429142 0.00 0.01 0.05
C -5.814528 0.197682 -0.595019 0.06 0.03 -0.02
C -3.965138 1.031430 0.931277 -0.03 -0.02 -0.04
C -3.807877 -1.663133 -2.845138 0.01 0.01 0.09
C -3.456485 -3.070985 -3.313502 0.00 0.02 0.00
C -3.274646 -0.607874 -3.807644 -0.02 -0.01 -0.02
H -3.687572 -4.967186 0.662256 0.00 0.00 0.00
H -2.275951 -3.909826 0.751359 0.00 0.01 0.00
H -2.891299 -4.417691 -0.815235 0.02 -0.02 -0.02
H -5.015096 -3.107838 -0.389886 0.01 0.01 -0.01
H -3.588555 -2.299713 2.201869 0.00 0.02 -0.01
H -5.017046 -3.322309 2.101435 0.02 -0.02 0.00
H -5.118741 -1.621299 1.644541 -0.04 -0.01 0.03
H -3.967044 1.132202 -1.193572 -0.04 -0.01 0.00
H -6.198002 -0.524829 0.127524 -0.02 -0.03 0.02
H -6.062353 -0.167483 -1.593324 -0.01 0.02 0.01
H -6.363808 1.132844 -0.440842 -0.01 0.00 0.00
H -4.210944 0.354188 1.754262 0.03 0.04 -0.01
H -4.507460 1.967716 1.092911 -0.01 0.01 0.01
H -2.901050 1.273612 0.983154 0.01 0.02 0.03
H -4.896100 -1.579257 -2.772735 0.01 0.00 -0.02
H -2.379569 -3.255639 -3.254965 0.00 0.00 -0.01
H -3.753495 -3.211712 -4.358537 -0.01 0.00 0.00
H -3.958658 -3.836783 -2.721092 0.01 -0.02 0.01
H -2.189070 -0.687700 -3.911370 0.00 0.01 0.01
H -3.472242 0.410598 -3.472917 0.00 0.00 0.00
H -3.714447 -0.738491 -4.802678 0.00 -0.01 -0.01
S -1.202995 1.826037 -1.949488 -0.19 0.15 -0.17
C -1.577142 3.153890 -0.855743 0.01 -0.06 -0.05
C -2.834055 3.774360 -0.876450 -0.05 0.02 0.00
C -3.148560 4.804594 -0.003581 -0.01 -0.02 -0.01
C -2.218397 5.254409 0.924983 0.02 0.00 0.01
C -0.961719 4.662344 0.950739 -0.01 0.04 0.02
C -0.643351 3.639302 0.071471 -0.02 -0.05 -0.04
H -3.566310 3.431940 -1.598690 0.00 0.01 0.00
H -4.131939 5.260008 -0.047524 0.00 0.00 -0.01
H -2.464159 6.057605 1.608484 0.00 0.00 0.00
H -0.215255 5.004480 1.658753 0.01 -0.01 0.00
H 0.346615 3.201713 0.096655 0.01 0.03 0.02